{"formula": "C6H12N2", "method": "the ωB97M-V functional and the def2-TZVPD basis", "smiles": "NC[C@]12CCN[C@@H]1C2", "fmax_ev_per_a": 4.9, "total_charge": 0, "homo_lumo_gap_ev": 9.207, "symbols": ["N", "C", "C", "C", "C", "N", "C", "C", "H", "H", "H", "H", "H", "H", "H", "H", "H", "H", "H", "H"], "positions_angstrom": [[-1.8057, -1.0978, 1.1101], [-1.3619, -0.0876, 0.2221], [0.0139, -0.6542, -0.1448], [0.8711, -0.1013, 0.9808], [0.9647, 1.4860, 0.5693], [0.5411, 1.5292, -0.9252], [0.7998, 0.0970, -1.2915], [0.0855, -1.2397, -1.5106], [-2.1414, -1.9579, 0.5580], [-2.6410, -0.8594, 1.7503], [-1.9200, 0.2727, -0.6856], [-1.1694, 0.8576, 0.8370], [0.3381, -0.2694, 2.0149], [1.9901, -0.4595, 0.9754], [0.2169, 2.1432, 1.0448], [2.0937, 1.7530, 0.6875], [1.2743, 2.0988, -1.6156], [1.9645, -0.0778, -1.1135], [0.9147, -1.9185, -1.7645], [-1.0291, -1.5144, -1.6990]]}

=====

{"formula": "C6H12N2", "method": "the ωB97M-V functional and the def2-TZVPD basis", "smiles": "C=C(C#N)C(C)C.N", "fmax_ev_per_a": 3.7, "total_charge": 0, "homo_lumo_gap_ev": 10.185, "symbols": ["C", "C", "C", "N", "C", "C", "C", "H", "H", "H", "H", "H", "H", "H", "H", "H", "N", "H", "H", "H"], "positions_angstrom": [[-1.0208, -0.9116, -1.3497], [-0.5792, 0.2723, -0.8694], [-0.3055, 1.2620, -1.8881], [-0.0223, 2.0995, -2.6553], [-0.1046, 0.5043, 0.5456], [-1.1321, 0.0631, 1.6136], [0.3797, 1.8642, 0.9227], [-1.1168, -1.7991, -0.6977], [-1.4294, -1.1667, -2.3756], [0.6425, -0.2720, 0.7763], [-1.5942, -0.8336, 1.2489], [-0.6916, -0.2797, 2.5241], [-1.9981, 0.8993, 1.7849], [-0.4823, 2.6695, 0.9164], [0.6496, 1.9337, 1.9788], [1.1003, 2.3987, 0.2944], [1.9568, -2.4677, -0.6260], [2.8481, -2.2129, -1.0306], [1.7485, -1.8389, 0.1136], [1.1514, -2.1845, -1.2267]]}

=====

no.,HOMO (eV)
1,-8.16
2,-10.12